No. 1
Here is an isolated ion of composition C5H13N2O and charge -1 in a non-equilibrium geometry from the Open Molecules 2025 dataset. Energies are from wB97M-V/def2-TZVPD.

XYZ file:
```
21
Properties=species:S:1:pos:R:3
C -2.4923 -0.6207 -0.8177
N -1.3937 -0.1401 -1.6466
C -0.6367 0.8765 -0.9181
C 0.6733 0.3735 -0.2948
C 1.3668 1.5540 0.4367
N 0.3709 -0.7726 0.5318
C 1.5757 -1.4069 1.2212
O 1.3524 -1.5320 2.5307
H -3.1622 -1.3344 -1.3153
H -3.1365 0.1867 -0.4758
H -2.1642 -1.1066 0.1134
H -0.7257 -0.9077 -1.6774
H -1.1393 1.3504 -0.0664
H -0.3883 1.6679 -1.6186
H 1.4356 0.0192 -0.9927
H 2.4536 1.5845 0.3914
H 1.1586 1.4465 1.5080
H 0.9551 2.5077 0.1203
H -0.2936 -0.5984 1.2809
H 2.4988 -0.8007 1.0523
H 1.6916 -2.3469 0.6368
```

Computed properties:
- Calculated total energy: -10422.5109 eV
- E_LUMO: 3.89 eV
- Gap between HOMO and LUMO: 6.3 eV
- Relative energy (zero: lowest compared OMol25 entry of this formula, charge and spin): 114.6 kJ/mol
- Net charge: -1

=====

No. 2
Here is a 2-piece molecular cluster, C3H10NOS overall in a non-equilibrium geometry from the Open Molecules 2025 dataset. Energies are from wB97M-V/def2-TZVPD.

XYZ file:
```
16
Properties=species:S:1:pos:R:3
C -0.1701 -1.5215 -0.2640
C 0.3693 -0.5676 0.8468
C 0.9684 0.7763 0.1959
S -0.2102 2.0255 -0.2191
N -0.3945 -0.1533 2.1137
H -0.9590 -2.1018 0.1955
H 0.6403 -2.2551 -0.4185
H -0.2186 -0.8912 -1.1317
H 1.2267 -0.9770 1.3855
H 1.6783 1.1969 0.9320
H 1.6093 0.4343 -0.6177
H -0.1199 0.8231 2.2213
H -1.3448 0.0607 1.7884
H -0.3020 1.2946 -2.3504
H -1.6649 0.9538 -1.9462
O -1.1083 0.9023 -2.7314
```

Computed properties:
- Calculated total energy: -17643.6317 eV
- Spin multiplicity: 2
- E_LUMO (alpha / beta): 0.71 / -2.58 eV
- Gap between HOMO and LUMO (alpha / beta): 10.5 / 6.9 eV
- Relative energy (zero: lowest compared OMol25 entry of this formula, charge and spin): 112.6 kJ/mol

=====

No. 3
Here is a 15-piece molecular cluster, C15H60O15 overall in a non-equilibrium geometry from the Open Molecules 2025 dataset. Energies are from wB97M-V/def2-TZVPD.

XYZ file:
```
90
Properties=species:S:1:pos:R:3
C -11.6358 -26.6627 -18.5849
O -11.6032 -28.0618 -18.3150
H -10.7643 -26.1393 -18.1828
H -11.7159 -26.5340 -19.6602
H -12.5247 -26.2285 -18.1128
H -11.4440 -28.1773 -17.3746
C -12.8116 -20.4620 -20.7649
O -11.8554 -21.4041 -20.3190
H -13.0377 -19.6848 -20.0314
H -12.3696 -19.9564 -21.6213
H -13.7311 -20.9710 -21.0620
H -12.1984 -21.9816 -19.6224
C -15.4271 -22.6821 -23.4693
O -14.5804 -21.5743 -23.7668
H -14.8964 -23.4572 -22.9091
H -16.2795 -22.2647 -22.9390
H -15.7800 -23.1570 -24.3923
H -14.0563 -21.7489 -24.5503
C -14.7706 -20.0848 -17.4622
O -15.5175 -21.1852 -17.0241
H -15.0722 -19.7254 -18.4455
H -14.8817 -19.2727 -16.7430
H -13.6991 -20.3091 -17.4658
H -15.3771 -21.9429 -17.6240
C -11.2775 -22.5211 -17.3268
O -12.5629 -22.8629 -17.8349
H -10.5489 -23.2546 -17.6932
H -10.9567 -21.5201 -17.6083
H -11.2883 -22.5818 -16.2334
H -13.0718 -23.3817 -17.1726
C -19.1631 -24.3298 -22.0347
O -17.8160 -24.3599 -21.5572
H -19.6434 -25.3122 -21.9566
H -19.7618 -23.6758 -21.4018
H -19.1757 -23.9904 -23.0702
H -17.3425 -24.8904 -22.2265
C -17.5505 -28.7196 -18.6386
O -16.7083 -27.6046 -18.8546
H -17.8684 -29.1742 -19.5840
H -17.0298 -29.5133 -18.0972
H -18.4491 -28.5007 -18.0540
H -17.3034 -26.8319 -18.8294
C -15.7617 -26.8150 -22.7128
O -16.4837 -25.8579 -23.4586
H -15.9807 -26.7115 -21.6488
H -16.0559 -27.8419 -22.9659
H -14.6778 -26.7755 -22.8426
H -16.5004 -26.0618 -24.3946
C -12.0316 -24.2810 -21.7854
O -12.5639 -25.4664 -22.3486
H -12.6853 -23.8858 -20.9974
H -11.0419 -24.3741 -21.3285
H -12.0184 -23.5543 -22.5953
H -12.5887 -26.2065 -21.7378
C -19.2928 -25.0913 -18.4245
O -17.9688 -25.0924 -18.9520
H -19.2887 -24.9758 -17.3400
H -19.8714 -24.2941 -18.8922
H -19.7399 -26.0803 -18.5954
H -17.9605 -24.7594 -19.8805
C -18.6276 -22.2078 -16.2238
O -19.3060 -22.7463 -15.0924
H -17.8224 -21.5278 -15.9503
H -18.2001 -23.0483 -16.7680
H -19.3643 -21.7545 -16.8948
H -19.6799 -22.0406 -14.5616
C -18.2248 -20.9315 -20.2890
O -18.6009 -19.5858 -20.5889
H -19.0932 -21.5800 -20.1420
H -17.5390 -21.2761 -21.0560
H -17.6696 -20.9473 -19.3429
H -19.2340 -19.3092 -19.9213
C -13.0329 -25.1182 -15.3207
O -14.0160 -24.3198 -15.9922
H -12.1729 -25.2614 -15.9686
H -12.7089 -24.5522 -14.4395
H -13.4186 -26.0786 -14.9734
H -14.6924 -24.0920 -15.3458
C -14.8527 -23.9349 -19.5425
O -15.9322 -23.3025 -18.8686
H -14.3104 -24.5751 -18.8401
H -15.1526 -24.4965 -20.4311
H -14.1238 -23.1803 -19.8342
H -16.5172 -24.0092 -18.5561
C -16.7307 -26.2588 -15.7090
O -15.8768 -26.3617 -14.5822
H -17.0509 -27.2224 -16.1110
H -17.6160 -25.6774 -15.4281
H -16.2540 -25.7338 -16.5345
H -16.3582 -26.8086 -13.8832
```

Computed properties:
- Calculated total energy: -47234.7053 eV
- E_LUMO: 0.38 eV
- Gap between HOMO and LUMO: 9.9 eV
- Relative energy (zero: lowest compared OMol25 entry of this formula, charge and spin): 638.5 kJ/mol

=====

Among the records above, which one has the highest calculated total energy? C5H13N2O

=====

Look up the relative energy (zero: lowest compared OMol25 entry of this formula, charge and spin) of the second one. 112.6 kJ/mol